Entry from the Open Molecules 2025 dataset: a cluster of 11 separate species, H22O11 in total (the ωB97M-V functional and the def2-TZVPD basis).

Calculated values
* frontier orbital gap: 0.332 Ha
* HOMO: -0.348 hartree
* lowest unoccupied orbital energy: -0.0168 hartree
* total energy: -840.74378 Ha
* energy above the lowest of the compared OMol25 structures with the same formula, charge and spin: 85.6 kcal/mol
* SMILES: O.O.O.O.O.O.O.O.O.O.O

Positions of all 33 atoms, in Å:
O 3.317 1.404 -0.268
H 4.188 1.167 -0.228
H 2.867 0.630 -0.661
O -0.367 2.263 1.600
H -1.253 2.629 1.445
H 0.063 2.571 2.505
O -0.385 -3.039 -2.266
H -0.822 -3.838 -2.364
H -0.940 -2.636 -1.559
O 1.656 -0.216 2.651
H 2.387 0.647 2.713
H 1.282 0.013 1.777
O -2.033 -2.279 0.327
H -2.493 -1.971 1.077
H -2.099 -3.204 0.441
O 0.562 2.730 -0.854
H 0.006 2.650 -0.025
H 1.467 2.611 -0.476
O 0.201 0.586 -2.942
H 0.223 0.446 -1.937
H 0.837 1.373 -3.089
O -1.698 -0.376 2.780
H -0.982 0.103 2.490
H -2.563 0.001 3.108
O 0.103 0.003 -0.153
H -0.742 -0.404 -0.325
H 0.059 0.874 0.300
O -3.491 -0.404 -1.560
H -4.018 0.084 -0.858
H -3.306 -1.280 -1.169
O 2.683 -0.781 -1.156
H 1.956 -1.145 -0.687
H 3.334 -1.213 -0.637

Here are the Mulliken charges for atoms 1 to 8, given in e: -0.690, 0.242, 0.465, -0.725, 0.315, 0.317, -0.581, 0.272